Here is C32H31AsBiF3IOSTe as an isolated structure from the Open Molecules 2025 dataset. Energies are from ωB97M-V with the def2-TZVPD basis set.

Positions of all 72 atoms, in Å:
Bi (-0.175, -0.087, -0.336)
I (-0.165, -0.316, 2.475)
O (2.455, 0.578, 0.073)
S (3.304, -0.031, 1.164)
C (4.990, 0.186, 0.614)
C (6.007, 0.081, 1.549)
C (7.321, 0.244, 1.134)
C (7.596, 0.523, -0.197)
C (6.565, 0.642, -1.120)
C (5.250, 0.474, -0.717)
C (3.156, -1.802, 0.936)
C (3.282, -2.625, 2.042)
C (3.192, -4.001, 1.874)
C (2.962, -4.530, 0.612)
C (2.813, -3.691, -0.487)
C (2.912, -2.318, -0.330)
H (5.781, -0.125, 2.589)
H (8.126, 0.160, 1.851)
H (8.621, 0.659, -0.517)
H (6.788, 0.867, -2.154)
H (4.426, 0.575, -1.412)
H (3.445, -2.199, 3.025)
H (3.297, -4.656, 2.728)
H (2.894, -5.602, 0.482)
H (2.634, -4.111, -1.469)
H (2.820, -1.646, -1.175)
C (-1.659, 3.242, 1.126)
As (-0.103, 2.695, 0.119)
C (1.410, 3.313, 1.144)
C (-0.127, 3.829, -1.452)
H (-1.645, 4.319, 1.284)
H (-1.655, 2.726, 2.084)
H (-2.546, 2.950, 0.568)
H (1.290, 4.372, 1.367)
H (2.310, 3.141, 0.560)
H (1.467, 2.744, 2.071)
H (-0.117, 4.873, -1.143)
H (-1.026, 3.628, -2.031)
H (0.751, 3.622, -2.061)
C (-0.757, -4.389, 0.936)
Te (-1.658, -3.046, -0.468)
C (-3.089, -2.752, 1.097)
C (-3.019, -4.008, 1.926)
C (-4.062, -4.373, 2.769)
C (-3.973, -5.528, 3.532)
C (-2.840, -6.325, 3.452)
C (-1.799, -5.966, 2.610)
C (-1.881, -4.809, 1.846)
H (0.021, -3.848, 1.476)
H (-0.302, -5.228, 0.415)
H (-4.075, -2.583, 0.669)
H (-2.794, -1.867, 1.659)
H (-4.949, -3.754, 2.823)
H (-4.792, -5.811, 4.179)
H (-2.774, -7.234, 4.036)
H (-0.920, -6.596, 2.539)
F (-9.820, 1.428, -0.339)
C (-9.264, 0.323, -0.850)
F (-9.684, 0.209, -2.121)
F (-9.764, -0.729, -0.178)
C (-7.761, 0.348, -0.773)
C (-7.095, 1.401, -0.166)
C (-5.711, 1.393, -0.108)
C (-4.993, 0.331, -0.655)
C (-5.677, -0.726, -1.264)
C (-7.056, -0.716, -1.321)
C (-3.563, 0.305, -0.596)
C (-2.354, 0.225, -0.541)
H (-7.653, 2.225, 0.255)
H (-5.185, 2.213, 0.361)
H (-5.118, -1.544, -1.700)
H (-7.588, -1.529, -1.797)

Results
Charge: +1
HOMO (eV): -10.65
Lowest unoccupied orbital energy (hartree): -0.1303
Relative energy (zero: lowest compared OMol25 entry of this formula, charge and spin) (kcal/mol): 7.6
Orbital gap (eV): 7.11
Max |F| (hartree/bohr): 0.004
Calculated total energy (hartree): -5026.8783